ORCA calculation (ωB97M-V/def2-TZVPD) on the molecule C3H8O2.

CARTESIAN COORDINATES (ANGSTROEM)
O: 1.38211 0.76006 0.67961
O: -0.57951 1.43073 -0.72073
C: -0.92380 0.70567 0.46347
C: 0.37703 -1.19868 -0.54080
C: 0.31848 -0.16345 0.65662
H: -1.83237 0.12039 0.29817
H: 0.33569 -0.75646 1.58138
H: 1.36106 -1.66480 -0.56009
H: -0.39193 -1.95859 -0.36872
H: 0.20636 -0.88788 -1.59554
H: -1.08710 1.43933 1.26220
H: 1.01189 1.46249 0.08593
H: -0.17790 0.71117 -1.24150

Computed properties:
LUMO energy	0.03358	hartree
spin multiplicity	1
relative energy (zero: lowest compared OMol25 entry of this formula, charge and spin)	119.9	kJ/mol
structure (SMILES)	C[C@@H](O)CO
energy	-269.54920	hartree
highest occupied orbital energy	-0.375	Eh
net charge	0

Calculated atomic charges, method Löwdin, unit e: -0.050, -0.092, -0.197, -0.042, -0.403, 0.121, 0.145, 0.079, 0.081, 0.083, 0.131, 0.087, 0.057

ORCA calculation (ωB97M-V/def2-TZVPD) on the molecule C7H6O.

CARTESIAN COORDINATES (ANGSTROEM)
O: 1.28465 -1.88374 -1.00441
C: 0.64055 1.31361 0.89142
C: -1.39357 0.46467 0.13118
C: -0.38165 -0.32483 -0.57028
C: -0.15228 -1.59398 -1.19930
C: 1.84351 -0.96408 -0.30775
C: 1.02231 0.13606 -0.00810
C: -0.72152 1.49352 1.03502
H: -1.84162 -0.17536 0.81231
H: -2.45879 0.74466 -0.50398
H: 2.84563 -1.12294 -0.42596
H: -0.75215 -2.15826 -1.97599
H: -1.15550 2.09309 1.73257
H: 1.22045 1.97758 1.39326

Computed properties:
LUMO energy	0.03723	hartree
spin multiplicity	1
relative energy (zero: lowest compared OMol25 entry of this formula, charge and spin)	258.0	kJ/mol
structure (SMILES)	C1=Cc2cocc2C1
energy	-345.42693	hartree
highest occupied orbital energy	-0.298	Eh
net charge	0

Calculated atomic charges, method Löwdin, unit e: -0.034, -0.026, -0.190, -0.140, 0.026, -0.150, -0.050, -0.046, 0.082, 0.186, 0.099, 0.125, 0.065, 0.053

ORCA calculation (ωB97M-V/def2-TZVPD) on the molecule C5H8.

CARTESIAN COORDINATES (ANGSTROEM)
C: 0.38869 1.10860 0.43671
C: 0.33261 -0.08452 1.38218
C: -0.15027 -1.17321 0.73846
C: -0.59830 -0.83347 -0.72135
C: 0.16415 0.49929 -1.01441
H: -0.34831 -1.57607 -1.60636
H: 1.40934 1.70990 0.54997
H: 1.10921 0.23546 -1.52468
H: -0.39497 1.22459 -1.74502
H: -1.75918 -0.58968 -0.74806
H: 0.66519 -0.02533 2.44212
H: -0.54831 1.74216 0.71937
H: -0.26984 -2.23771 1.09108

Computed properties:
LUMO energy	0.04371	hartree
spin multiplicity	1
relative energy (zero: lowest compared OMol25 entry of this formula, charge and spin)	86.6	kJ/mol
structure (SMILES)	C1=CCCC1
energy	-195.25904	hartree
highest occupied orbital energy	-0.333	Eh
net charge	0

Calculated atomic charges, method Löwdin, unit e: -0.217, -0.142, -0.120, -0.221, -0.232, 0.124, 0.132, 0.093, 0.124, 0.128, 0.104, 0.124, 0.103

ORCA calculation (ωB97M-V/def2-TZVPD) on a structure of composition C34H37N4OReS3.

CARTESIAN COORDINATES (ANGSTROEM)
Re: 1.30578 -0.86648 0.99468
S: 0.19151 -1.47842 2.76482
S: 1.99236 1.29291 1.59436
S: -1.65275 -0.21280 0.13748
O: 0.13144 4.32112 -0.26066
N: 3.38744 -1.32578 1.43652
N: -3.11298 1.95661 -0.18023
N: 1.31199 -3.11254 0.55787
N: -0.83300 2.28850 -0.40790
C: 3.20595 0.73946 2.76840
C: -3.68323 5.41218 -3.30431
C: 2.73544 -3.56122 0.66934
C: 3.78774 -0.50848 2.61970
C: 0.86185 -3.39243 -0.83938
C: -0.61695 -0.59971 -2.81526
C: 5.15815 -0.15338 4.54426
C: -5.30680 1.62019 -1.22299
C: -2.27906 3.55299 -2.71607
C: -5.81851 3.04847 -1.05617
C: 0.27386 -5.23932 1.35604
C: -0.11750 -3.20965 2.56398
C: 2.00985 -0.00662 -3.53926
C: -1.89338 1.49299 -0.19793
C: -3.19447 4.13710 -3.57585
C: -0.79142 3.70800 -0.70385
C: 3.45522 -2.79640 1.73608
C: -0.24607 -0.58487 -4.15363
C: 1.06287 -0.29202 -4.51689
C: 0.46944 -3.87372 1.50827
C: -2.31110 5.54301 -1.33510
C: 0.32748 -0.33636 -1.82539
C: 1.63838 -0.02691 -2.20621
C: -0.91228 -3.89360 3.47820
C: -0.52033 -5.92590 2.26337
C: 4.57499 1.09596 4.71433
C: 4.30257 -0.96978 0.29741
C: -1.11786 -5.25446 3.32420
C: -4.37793 1.19579 -0.09603
C: 4.76606 -0.96251 3.48993
C: 3.60566 1.54263 3.82986
C: -1.84257 4.25976 -1.59568
C: 0.03365 -0.42716 -0.37753
C: -3.24751 6.11238 -2.18633
H: 5.30439 -1.32627 0.53498
H: -0.20866 -3.22001 -0.91189
H: -1.73748 -5.79116 4.03012
H: 3.14595 2.51455 3.95708
H: 2.78302 -4.62669 0.89651
H: 4.30859 0.11121 0.19334
H: -4.40068 5.86655 -3.97627
H: -1.87962 2.56656 -2.93165
H: -1.93714 6.08578 -0.47562
H: -0.66827 -6.99032 2.14058
H: 3.20304 -3.41555 -0.30360
H: -6.14069 0.91693 -1.24117
H: -1.63722 -0.85228 -2.54604
H: -6.35564 3.16568 -0.11284
H: 5.23496 -1.92918 3.36161
H: 3.00878 -2.95593 2.71666
H: 4.49561 -3.11829 1.77588
H: 0.06297 1.93281 -0.09692
H: 1.34365 -0.27302 -5.56189
H: -4.81838 1.40655 0.87900
H: -4.78127 1.51460 -2.17620
H: -4.15815 0.13164 -0.14196
H: -1.36315 -3.35608 4.30379
H: 2.36475 0.25398 -1.44719
H: -0.98241 -0.80744 -4.91516
H: 0.73312 -5.78186 0.53823
H: -5.01247 3.79124 -1.08402
H: -6.50316 3.30992 -1.86199
H: 3.02504 0.24564 -3.81803
H: -3.62437 7.10656 -1.98574
H: 4.87667 1.72534 5.54093
H: 1.08045 -4.42497 -1.11272
H: 1.38207 -2.72522 -1.52259
H: 3.95283 -1.42791 -0.62497
H: -3.21530 2.95672 -0.31927
H: -3.51907 3.60952 -4.46370
H: 5.92323 -0.49908 5.22626

Computed properties:
LUMO energy	-0.23590	hartree
spin multiplicity	1
relative energy (zero: lowest compared OMol25 entry of this formula, charge and spin)	0.0	kJ/mol
energy	-2884.44127	hartree
highest occupied orbital energy	-0.474	Eh
net charge	+2

Calculated atomic charges, method Löwdin, unit e: 0.942, 0.758, 0.653, 1.036, 0.175, -0.286, 0.075, -0.250, 0.153, -0.578, -0.048, -0.147, -0.296, -0.040, -0.056, -0.043, -0.220, -0.040, -0.081, -0.013, -0.524, -0.043, -0.522, -0.056, -0.349, -0.152, -0.046, -0.042, -0.276, -0.002, -0.355, -0.066, -0.077, -0.034, -0.043, -0.021, -0.042, -0.164, -0.015, -0.076, -0.189, -0.663, -0.043, 0.116, 0.106, 0.122, 0.117, 0.142, 0.089, 0.120, 0.117, 0.132, 0.121, 0.125, 0.121, 0.103, 0.087, 0.117, 0.138, 0.135, 0.067, 0.120, 0.138, 0.110, 0.087, 0.117, 0.081, 0.118, 0.122, 0.055, 0.087, 0.119, 0.120, 0.121, 0.101, 0.084, 0.081, 0.135, 0.117, 0.120

What gap between HOMO and LUMO values result from the calculations? In sequence: 11.11, 9.12, 10.26, 6.48 eV.